Computed, not measured: a cluster of 3 separate species, C30H63ClFN4O4S in total, with ωB97M-V with the def2-TZVPD basis set.

Summary:
Spin multiplicity = 1
Frontier orbital gap = 8.021 eV
Molar mass = 630.4 g mol⁻¹
HOMO energy = -0.3943 hartree
Total energy = -2658.7456 Ha
Net charge = +1

Geometry (Å):
C1 -5.98 -0.27 -0.42
C2 -5.02 -0.08 -1.11
C3 -3.86 0.15 -1.98
C4 -2.76 0.93 -1.25
C5 -1.44 0.76 -2.01
C6 -0.95 -0.68 -2.19
C7 -1.06 -1.60 -0.97
C8 -0.58 -3.01 -1.30
S1 1.20 -2.94 -1.64
N1 -0.33 1.56 -1.31
C9 -0.78 2.43 -0.16
C10 -0.81 1.63 1.14
C11 0.61 1.49 1.74
C12 0.97 0.05 2.10
C13 2.26 -0.07 2.92
C14 3.46 0.52 2.17
C15 3.87 -0.36 0.99
O1 4.01 0.43 -0.18
C16 4.89 -0.09 -1.15
C17 -2.01 3.21 -0.65
O2 -1.58 3.85 -1.89
C18 -2.34 4.27 0.44
C19 -2.20 5.73 0.03
F1 -2.90 6.49 0.97
N2 -3.10 2.35 -0.97
C20 -4.15 2.90 -1.85
C21 -4.57 4.35 -1.67
C22 -5.92 4.60 -2.33
Cl1 -7.24 3.71 -1.52
H1 -6.83 -0.40 0.21
H2 -4.17 0.62 -2.91
H3 -3.46 -0.83 -2.25
H4 -2.66 0.43 -0.29
H5 -1.53 1.20 -3.00
H6 -1.49 -1.14 -3.02
H7 0.10 -0.63 -2.52
H8 -2.11 -1.67 -0.65
H9 -0.49 -1.23 -0.12
H10 -1.13 -3.39 -2.16
H11 -0.76 -3.67 -0.46
H12 1.48 -4.24 -1.55
H13 0.12 2.13 -2.01
H14 0.38 0.91 -0.96
H15 0.00 3.19 -0.05
H16 -1.48 2.12 1.84
H17 -1.20 0.63 0.98
H18 0.73 2.14 2.61
H19 1.33 1.85 1.00
H20 1.13 -0.51 1.17
H21 0.14 -0.41 2.64
H22 2.45 -1.14 3.09
H23 2.15 0.38 3.91
H24 4.29 0.60 2.87
H25 3.23 1.51 1.79
H26 4.81 -0.89 1.20
H27 3.12 -1.14 0.80
H28 5.23 0.74 -1.77
H29 4.40 -0.84 -1.78
H30 5.76 -0.55 -0.68
H31 -0.80 4.40 -1.73
H32 -1.72 4.12 1.32
H33 -3.37 4.12 0.77
H34 -2.61 5.95 -0.94
H35 -1.16 6.07 0.08
H36 -5.05 2.30 -1.69
H37 -3.87 2.78 -2.90
H38 -4.65 4.66 -0.63
H39 -3.86 5.01 -2.17
H40 -5.91 4.30 -3.38
H41 -6.17 5.66 -2.29
C23 -3.27 -7.16 -4.79
C24 -2.23 -6.13 -5.23
C25 -1.71 -5.26 -4.08
O3 -2.59 -4.24 -3.64
C26 -3.58 -4.66 -2.72
N3 -2.77 -5.35 -6.34
H42 -4.24 -6.70 -4.62
H43 -3.41 -7.91 -5.58
H44 -2.97 -7.67 -3.88
H45 -1.37 -6.68 -5.61
H46 -0.82 -4.73 -4.43
H47 -1.40 -5.89 -3.23
H48 -3.20 -5.44 -2.05
H49 -4.48 -5.04 -3.22
H50 -3.87 -3.80 -2.12
H51 -2.05 -4.76 -6.73
H52 -3.48 -4.72 -5.98
C27 7.13 0.18 7.61
C28 7.58 0.05 6.16
C29 7.04 1.14 5.23
O4 5.67 1.00 4.88
C30 4.75 1.50 5.83
N4 7.26 -1.30 5.68
H53 6.10 -0.13 7.74
H54 7.75 -0.45 8.25
H55 7.23 1.21 7.96
H56 8.67 0.15 6.13
H57 7.59 1.10 4.29
H58 7.21 2.14 5.66
H59 5.14 2.39 6.34
H60 4.48 0.76 6.58
H61 3.85 1.78 5.29
H62 7.67 -1.45 4.77
H63 6.26 -1.37 5.55

Computed, not measured: a cluster of 11 separate species, C30H63F6N7O12P in total in a non-equilibrium geometry, with ωB97M-V with the def2-TZVPD basis set.

Summary:
Spin multiplicity = 2
Frontier orbital gap (spin up / spin down) = 7.587 / 2.484 eV
Molar mass = 858.8 g mol⁻¹
HOMO energy (spin up / spin down) = -0.3125 / -0.3125 hartree
Total energy = -3407.8425 Ha

Geometry (Å):
P1 0.34 0.37 0.40
F1 -0.09 1.93 0.52
F2 1.37 0.77 -0.81
F3 1.47 0.63 1.57
F4 0.92 -1.11 0.28
F5 -0.77 -0.15 1.51
F6 -0.86 0.16 -0.71
O1 6.99 -0.49 -0.08
C1 5.78 -0.26 0.14
N1 5.46 0.91 0.52
C2 4.73 -1.34 -0.17
H1 6.02 1.65 0.92
H2 4.48 1.13 0.63
H3 4.58 -1.73 0.84
H4 5.05 -2.16 -0.81
H5 3.80 -0.88 -0.50
O2 2.74 -2.59 4.04
C3 1.64 -2.99 3.82
N2 0.81 -2.49 2.93
C4 1.19 -4.32 4.46
H6 1.01 -1.69 2.36
H7 0.06 -3.13 2.70
H8 0.28 -4.75 4.03
H9 1.00 -4.29 5.53
H10 1.97 -5.07 4.36
O3 -2.84 0.85 4.64
C5 -2.71 -0.22 5.18
N3 -2.08 -1.15 4.49
C6 -3.25 -0.54 6.55
H11 -1.71 -0.82 3.61
H12 -2.09 -2.14 4.70
H13 -2.72 0.17 7.18
H14 -3.12 -1.58 6.86
H15 -4.30 -0.29 6.70
O4 0.38 4.23 3.53
C7 -0.75 3.82 3.74
N4 -1.20 2.76 3.05
C8 -1.68 4.36 4.82
H16 -0.59 2.39 2.34
H17 -1.82 2.18 3.61
H18 -1.68 3.78 5.75
H19 -2.66 4.40 4.36
H20 -1.41 5.40 4.99
O5 4.62 2.07 4.68
C9 4.55 0.88 4.52
N5 3.53 0.38 3.79
C10 5.52 0.00 5.23
H21 2.73 0.96 3.58
H22 3.47 -0.63 3.81
H23 5.18 -1.04 5.15
H24 5.51 0.36 6.26
H25 6.50 0.09 4.76
O6 -4.48 -1.07 -3.76
C11 -3.72 -0.29 -3.16
N6 -2.36 -0.53 -3.07
C12 -4.20 0.87 -2.36
H26 -1.73 0.02 -2.50
H27 -1.93 -1.27 -3.60
H28 -5.26 0.74 -2.15
H29 -4.05 1.75 -2.98
H30 -3.80 1.01 -1.35
C13 -2.56 -2.54 -6.45
C14 -1.10 -2.13 -6.24
N7 -0.68 -2.52 -4.90
C15 0.62 -1.88 -4.57
C16 0.88 -2.16 -3.03
C17 -0.62 -3.99 -4.73
C18 0.32 -4.80 -5.73
H31 -2.67 -3.63 -6.41
H32 -2.94 -2.12 -7.38
H33 -3.10 -2.10 -5.61
H34 -0.52 -2.64 -7.02
H35 -0.89 -1.09 -6.47
H36 1.42 -2.44 -5.05
H37 0.51 -0.83 -4.83
H38 1.62 -1.47 -2.60
H39 0.03 -1.95 -2.38
H40 1.27 -3.16 -2.85
H41 -1.62 -4.43 -4.71
H42 -0.32 -4.17 -3.70
H43 1.36 -4.46 -5.71
H44 -0.04 -4.79 -6.75
H45 0.33 -5.85 -5.46
O7 0.73 5.90 -0.97
C19 1.59 5.41 -0.21
O8 2.11 6.12 0.85
C20 3.00 5.23 1.57
C21 3.48 4.20 0.48
C22 2.20 4.02 -0.28
H46 2.57 4.76 2.45
H47 3.76 5.90 1.98
H48 3.77 3.25 0.94
H49 4.29 4.75 0.00
H50 1.44 3.45 0.25
H51 2.13 3.59 -1.28
O9 -1.61 -3.90 2.08
C23 -2.53 -3.56 1.34
O10 -3.51 -4.41 1.01
C24 -4.53 -3.83 0.18
C25 -4.15 -2.36 0.06
C26 -2.67 -2.23 0.64
H52 -5.52 -4.05 0.59
H53 -4.39 -4.27 -0.81
H54 -4.89 -1.68 0.48
H55 -4.04 -2.26 -1.02
H56 -2.81 -1.43 1.36
H57 -1.85 -1.99 -0.03
O11 -3.75 4.18 -3.83
C27 -2.51 3.95 -3.55
O12 -2.16 3.58 -2.34
C28 -0.84 3.26 -2.22
C29 -0.23 3.85 -3.46
C30 -1.34 3.94 -4.47
H58 -0.56 2.20 -2.16
H59 -0.44 3.68 -1.30
H60 0.63 3.29 -3.84
H61 0.14 4.84 -3.19
H62 -1.27 2.97 -4.96
H63 -1.40 4.76 -5.20